No. 1
The following is a quantum chemistry calculation of a molecular structure, C23H43Cl2CrN4O7Si, from OMol25.

Geometry (Å):
C -2.0436 0.4592 -6.8760
C -1.1318 -0.3610 -7.7377
H -1.7894 1.5330 -6.9182
H -2.0153 0.1707 -5.8159
H -3.0791 0.3702 -7.2566
C -1.0714 -0.0625 -9.0591
C -1.7355 1.1175 -9.7180
H -0.5481 -0.6959 -9.7837
H -1.4875 2.0429 -9.1650
H -2.8386 1.0710 -9.8416
H -1.3284 1.2492 -10.7402
Cr -0.6929 -1.9066 -4.2323
Cl -1.2907 -4.1198 -4.6612
C 0.9498 -3.5068 -2.1115
O 0.6327 -2.3723 -2.5848
N 2.1792 -3.8674 -1.7592
C 3.2878 -2.9033 -1.6889
C 2.4954 -5.2921 -1.6637
H 0.1603 -4.2757 -2.0374
H 3.0089 -2.0174 -1.1070
H 3.6422 -2.6004 -2.6826
H 4.1049 -3.4135 -1.1827
H 1.7912 -5.7889 -0.9806
H 3.5077 -5.3827 -1.2697
H 2.4336 -5.7792 -2.6503
H 2.9050 -0.4273 2.2863
H 1.3567 -1.4243 4.2440
C 2.0742 0.2653 2.0937
C 0.7067 -0.5952 3.9377
N 0.8396 -0.3636 2.5115
H 2.0638 0.5249 1.0334
C -0.2533 -0.4502 1.7099
O -0.2956 -0.1315 0.5077
H -0.3311 -0.8641 4.1497
H -1.1342 -0.8544 2.2470
H 2.2465 1.1677 2.6992
H 0.9909 0.3048 4.5008
H -1.2315 4.4505 -0.5882
H 0.0868 3.1486 -3.5210
C -0.1882 4.7260 -0.7883
C 0.7648 3.8294 -2.9684
N 0.5141 3.7011 -1.5413
H 0.3249 4.8901 0.1670
C 0.9721 2.5759 -0.9571
O 1.7637 1.7895 -1.5031
H 1.7956 3.5028 -3.2071
H 0.5949 2.3982 0.0632
H -0.1954 5.6437 -1.3713
H 0.5720 4.8755 -3.2401
O 0.1102 -1.1761 -5.7627
C -0.4618 -1.5697 -7.1252
C 1.3234 -1.7189 -8.9983
C 0.4768 -2.3136 -8.0547
H 1.3046 -0.6493 -9.1416
C 2.1451 -2.4929 -9.8378
H -1.2230 -2.3261 -6.8720
C 0.4244 -3.7137 -8.0334
H 2.8866 -2.0013 -10.4708
C 2.0953 -3.8855 -9.7867
C 1.2138 -4.4953 -8.8780
H -0.2196 -4.2248 -7.3169
H 2.7485 -4.5021 -10.4162
H 1.1707 -5.5866 -8.7961
Si 1.9650 -0.2784 -5.8105
Cl 1.5124 1.6990 -6.3724
C 3.3351 -0.1781 -7.2032
C 2.5530 -2.1586 -5.6472
C 2.6256 -0.1043 -4.0438
H 3.6597 -1.1526 -7.5750
H 4.2019 0.3248 -6.7610
H 3.0464 0.4296 -8.0638
H 2.6607 0.9690 -3.8496
H 3.6641 -0.4821 -3.9726
H 2.0322 -0.6058 -3.2522
H 2.7087 -2.6249 -6.6266
H 1.7706 -2.7179 -5.1274
H 3.4763 -2.3008 -5.0606
O -0.0844 2.9870 2.1043
N -0.6837 2.1215 2.7717
O -1.9093 2.0785 2.9101
O -1.5801 -0.8209 -3.4004

Its molar mass is 638.6 g/mol. Its charge is -1. Its orbital gap (alpha / beta) is 4.216 / 2.987 eV. The calculation puts the relative energy (zero: lowest compared OMol25 entry of this formula, charge and spin) at 2.539 eV. The multiplicity is 5.

No. 2
The following is a quantum chemistry calculation of a molecular structure, C23H43Cl3N3O8RuSi, from OMol25.

Geometry (Å):
C 2.3072 3.6794 0.2398
C 1.5064 3.5277 1.4850
H 2.2749 4.6977 -0.1535
H 1.9135 2.9925 -0.5231
H 3.3607 3.4044 0.4049
C 0.9892 4.5316 2.2138
C 1.1982 5.9823 1.9483
H 0.3759 4.3055 3.0888
H 1.7118 6.1675 0.9961
H 1.7789 6.4693 2.7487
H 0.2307 6.5059 1.9147
Ru 0.1697 0.0335 -0.2316
Cl 0.8820 1.0856 -2.1170
C -0.5572 -1.1224 2.6632
O -1.0783 -0.7667 1.5711
N -1.2308 -1.6284 3.6990
C -2.6603 -1.8514 3.6731
C -0.5620 -1.9754 4.9374
H 0.5311 -1.0269 2.8245
H -3.0456 -1.7012 2.6672
H -3.1547 -1.1629 4.3706
H -2.8599 -2.8762 4.0050
H 0.5035 -1.7617 4.8488
H -0.7046 -3.0370 5.1582
H -0.9591 -1.3850 5.7688
H -1.3619 -5.0168 -2.3276
H 1.1343 -5.1480 -3.0403
C -1.3797 -3.9836 -2.6987
C 1.0043 -4.1212 -3.4072
N -0.0353 -3.4142 -2.6621
H -2.0607 -3.3772 -2.0925
C 0.2368 -2.2967 -2.0082
O -0.6071 -1.6962 -1.2704
H 1.9421 -3.5578 -3.2971
H 1.2615 -1.9019 -2.1233
H -1.7265 -3.9893 -3.7375
H 0.7389 -4.1553 -4.4705
H -0.5693 3.9902 -0.7622
H -2.0118 4.3441 1.4480
C -1.4415 3.4605 -1.1728
C -2.8010 3.8792 0.8350
N -2.2441 2.9102 -0.0894
H -1.1028 2.6666 -1.8441
C -2.4311 1.5996 0.0864
O -1.8749 0.7107 -0.6132
H -3.5205 3.3747 1.4936
H -3.1193 1.3281 0.9150
H -2.0531 4.1911 -1.7186
H -3.3076 4.6715 0.2718
O 0.2553 1.7659 0.8173
C 1.1847 2.0798 1.8142
C -0.6479 1.9368 3.6125
C 0.6934 1.8221 3.2518
H -1.3744 2.1669 2.8286
C -1.0351 1.7829 4.9520
H 2.0954 1.4736 1.6554
C 1.6456 1.5860 4.2500
H -2.0937 1.8500 5.2153
C -0.0817 1.5369 5.9416
C 1.2672 1.4492 5.5870
H 2.6977 1.5303 3.9607
H -0.3845 1.4018 6.9842
H 2.0229 1.2635 6.3518
Si 2.4308 1.6450 -6.6128
Cl 2.8488 3.5076 -5.7224
C 0.6017 1.6996 -6.9783
C 3.0088 0.5354 -5.2444
C 3.3586 1.2876 -8.2345
H 0.0512 2.0564 -6.0976
H 0.2211 0.7076 -7.2522
H 0.3933 2.3862 -7.8121
H 3.0545 1.9836 -9.0319
H 3.1309 0.2639 -8.5786
H 4.4474 1.3623 -8.0952
H 2.5357 0.8179 -4.2925
H 4.0976 0.6377 -5.1232
H 2.7805 -0.5161 -5.4497
O -0.5961 -4.2517 2.3172
Cl -0.8124 -3.8706 0.8818
O -0.0773 -4.8415 0.0048
O -2.2773 -3.9696 0.5699
O 1.5106 -0.7873 0.5017

Its molar mass is 725.1 g/mol. Its orbital gap (alpha / beta) is 6.960 / 3.614 eV. The calculation puts the relative energy (zero: lowest compared OMol25 entry of this formula, charge and spin) at 0.000 eV. The multiplicity is 6.

No. 3
The following is a quantum chemistry calculation of a molecular structure, C23H43Cl3N3O8RuSi, from OMol25.

Geometry (Å):
C -2.5717 -0.6497 -6.1015
C -1.5977 -1.1497 -5.0721
H -2.4474 -1.1605 -7.0549
H -2.3849 0.4136 -6.2835
H -3.6102 -0.7945 -5.7855
C -0.5051 -1.8753 -5.3855
C -0.3581 -2.5866 -6.6877
H 0.3366 -1.8770 -4.7226
H 0.1627 -1.9022 -7.3720
H -1.2832 -2.9157 -7.1882
H 0.2907 -3.4759 -6.6104
Ru 0.7018 1.5923 1.0209
Cl 1.5953 3.3825 -0.0340
C -0.5668 -1.0629 1.8864
O 0.5484 -0.4676 1.8139
N -0.5622 -2.3038 2.3561
C 0.7068 -2.9889 2.4966
C -1.7648 -2.9435 2.8345
H -1.5500 -0.6263 1.6058
H 1.4335 -2.3421 3.0021
H 1.0959 -3.2678 1.5065
H 0.5180 -3.8909 3.0826
H -2.6013 -2.5863 2.2271
H -1.9160 -2.6647 3.8937
H -1.6309 -4.0239 2.7268
H 2.7132 2.3093 5.3959
H -0.6206 2.9832 6.0950
C 2.3428 3.2710 5.0182
C -0.0893 3.7574 5.5177
N 0.9383 3.1514 4.6980
H 2.9086 3.5438 4.1206
C 0.6581 2.4404 3.6365
O 1.5979 2.1207 2.8351
H -0.8049 4.2659 4.8525
H -0.3950 2.2193 3.4282
H 2.4250 4.0423 5.7854
H 0.4176 4.4741 6.1685
H 2.5612 0.6511 -3.2356
H 2.7709 -1.8591 -3.0910
C 3.2746 0.7031 -2.3874
C 3.4287 -1.7267 -2.2177
N 3.1188 -0.4740 -1.5581
H 3.0954 1.5896 -1.7796
C 2.9787 -0.4049 -0.2025
O 2.9292 0.6469 0.4636
H 3.2745 -2.5439 -1.5023
H 2.8448 -1.4046 0.2685
H 4.2813 0.7013 -2.8365
H 4.4724 -1.7336 -2.5811
O -0.9380 0.6863 -3.6168
C -1.7503 -0.5465 -3.6752
C -0.0404 -1.8704 -2.3117
C -1.3768 -1.5381 -2.5625
H 0.7385 -1.2517 -2.7733
C 0.3084 -2.9434 -1.4848
H -2.8031 -0.2509 -3.5282
C -2.3645 -2.2017 -1.8227
H 1.3624 -3.2022 -1.3418
C -0.6889 -3.6628 -0.8258
C -2.0212 -3.2455 -0.9605
H -3.4056 -1.8868 -1.9468
H -0.4422 -4.5327 -0.2182
H -2.7880 -3.7679 -0.3779
Si -1.0242 2.2767 -3.7392
Cl 0.2361 0.2635 -0.5577
C 0.7122 2.9839 -3.8032
C -1.7290 3.0390 -2.1441
C -2.1828 2.6124 -5.1271
H 1.4945 2.2223 -3.7208
H 0.8917 3.6955 -2.9823
H 0.8636 3.5339 -4.7430
H -1.7296 2.2953 -6.0771
H -2.4128 3.6823 -5.1614
H -3.1154 2.0610 -4.9363
H -2.2917 2.3128 -1.5517
H -2.3992 3.8592 -2.4571
H -0.9512 3.4554 -1.4881
O -1.1672 -1.5470 5.4118
Cl -0.8822 -0.1089 5.0872
O -0.9553 0.6993 6.3333
O 0.5221 -0.0261 4.5611
O -0.8930 2.2011 1.3718

Its molar mass is 725.1 g/mol. Its orbital gap (alpha / beta) is 7.227 / 4.033 eV. The calculation puts the relative energy (zero: lowest compared OMol25 entry of this formula, charge and spin) at 2.666 eV. The multiplicity is 6.

no.,DFT total energy (Ha)
1,-3902.173097
2,-3433.083724
3,-3432.985765